Version 1
Density functional theory data (the ωB97M-V functional and the def2-TZVPD basis) for one molecule with the formula C6H10N4O2.

Element x y z (Å)
O1 -1.142 1.027 0.798
N1 -2.424 -3.245 1.328
N2 -1.693 -2.474 2.035
N3 -2.348 -3.042 0.013
O2 1.095 1.192 0.506
C1 -0.043 0.649 0.976
C2 -1.422 -2.154 -0.090
N4 -0.975 -1.689 1.138
C3 -1.097 -1.748 -1.473
C4 0.053 -0.737 1.551
C5 2.296 2.948 -0.703
C6 1.060 2.123 -0.539
H1 -0.054 -1.650 -1.607
H2 -1.575 -0.762 -1.669
H3 -1.429 -2.539 -2.194
H4 -0.093 -0.762 2.596
H5 1.049 -1.002 1.355
H6 3.038 2.275 -0.920
H7 2.052 3.751 -1.442
H8 2.411 3.546 0.280
H9 0.249 2.826 -0.519
H10 0.993 1.469 -1.421

The net charge is 0. The SMILES is CCOC(=O)Cn1nnnc1C.

Atom charges from the Mulliken analysis, given in e for atoms 1 to 2: -0.50 -0.45

Version 2
Density functional theory data (the ωB97M-V functional and the def2-TZVPD basis) for one molecule with the formula C6H10N4O2.

Element x y z (Å)
C1 2.681 -2.909 0.474
C2 1.587 -3.037 -0.419
C3 -0.615 0.080 1.219
C4 0.863 1.427 -0.320
C5 -1.193 0.464 -1.193
C6 -0.103 0.285 -0.234
N1 3.573 -2.848 1.204
N2 0.720 -0.875 -0.481
N3 1.655 -4.001 -1.302
N4 0.527 -2.056 -0.253
O1 0.875 -4.224 -2.249
O2 -0.515 -2.586 0.206
H1 -1.087 -0.865 1.347
H2 0.099 0.154 2.025
H3 -1.372 0.875 1.564
H4 1.510 1.331 -1.140
H5 1.533 1.523 0.488
H6 0.271 2.273 -0.197
H7 -0.750 0.804 -2.163
H8 -1.930 -0.428 -1.284
H9 -1.844 1.263 -0.885
H10 2.418 -4.577 -1.048

The net charge is 0. The SMILES is CC(C)(C)/N=[N+]([O-])/C(C#N)=[NH+]\[O-].

Atom charges from the Mulliken analysis, given in e for atoms 1 to 2: 0.10 0.19

According to the calculations, the structures order from most to least stable as version 1, version 2.

Version 1
Density functional theory data (the ωB97M-V functional and the def2-TZVPD basis) for a 2-piece molecular cluster, CHIOS2 overall.

Element x y z (Å)
C1 0.314 -0.263 -1.154
O1 1.142 -0.975 -0.938
S1 -0.075 1.295 -1.806
S2 -1.462 -0.229 -1.191
I1 -0.328 0.167 3.230
H1 0.409 0.005 1.859

The net charge is 0. The SMILES is O=C1SS1.I.

Atom charges from the Mulliken analysis, given in e for atoms 1 to 2: 0.45 -0.29

Version 2
Density functional theory data (the ωB97M-V functional and the def2-TZVPD basis) for one molecule with the formula CHIOS2.

Element x y z (Å)
C1 -0.105 -0.365 0.313
O1 1.100 -0.301 -0.261
S1 -1.629 -0.200 -0.578
S2 -0.981 1.063 0.929
I1 1.523 1.157 -1.550
H1 0.092 -1.354 1.147

The net charge is 0. The SMILES is IOC1SS1.

Atom charges from the Mulliken analysis, given in e for atoms 1 to 2: 0.06 -0.48

According to the calculations, the structures order from most to least stable as version 1, version 2.